No. 1
179
Properties=species:S:1:pos:R:3:mulliken_charge:R:1 method="wB97M-V/def2-TZVPD" total_energy_ev=-102864.568 gap_ha=0.3379 smiles="CN(C)P(=O)(N(C)C)N(C)C.COC[C@H](C)N.COC[C@H](C)N.COC[C@H](C)N.COC[C@H](C)N.COC[C@H](C)N.COC[C@H](C)N.O=C1CCCO1.O=C1CCCO1.O=C1CCCO1.O=C1CCCO1" e_homo_ev=-8.9
C -0.178 3.160 -8.005 -1.14
N -0.563 3.633 -6.679 0.24
C -1.780 4.433 -6.646 -0.88
P 0.133 2.853 -5.356 0.25
O 1.559 2.532 -5.610 -1.02
N -0.027 3.828 -4.035 0.69
C 1.116 4.668 -3.574 -0.97
C -1.316 4.207 -3.494 -1.22
N -0.812 1.517 -5.001 1.09
C -0.449 0.780 -3.782 -0.66
C -1.356 0.692 -6.074 -1.01
H -0.074 3.992 -8.700 0.41
H -0.876 2.406 -8.395 0.38
H 0.778 2.636 -7.962 0.27
H -2.551 3.972 -6.013 0.19
H -2.256 4.474 -7.622 0.42
H -1.569 5.414 -6.221 0.24
H 1.407 5.249 -4.451 0.30
H 0.795 5.246 -2.718 0.41
H 1.945 4.007 -3.327 0.09
H -1.329 4.256 -2.398 0.33
H -1.555 5.249 -3.766 0.37
H -2.136 3.575 -3.825 0.33
H -1.343 0.593 -3.189 -0.56
H -0.006 -0.173 -4.097 0.35
H 0.312 1.334 -3.242 0.47
H -2.137 0.086 -5.621 0.25
H -0.538 0.069 -6.466 0.27
H -1.682 1.316 -6.899 0.30
C 2.917 -2.821 6.935 -0.75
O 2.598 -3.444 5.737 -0.26
C 1.288 -3.976 5.680 -0.48
C 1.031 -4.495 4.289 -0.18
C 1.026 -3.458 3.192 0.37
N -0.240 -5.218 4.245 -0.53
H 2.283 -1.956 7.176 0.23
H 3.927 -2.421 6.870 0.26
H 2.829 -3.434 7.842 0.38
H 1.194 -4.772 6.424 0.39
H 0.597 -3.146 5.900 0.05
H 1.766 -5.269 4.044 0.48
H 1.920 -2.834 3.157 -0.04
H 0.173 -2.779 3.306 -0.70
H 0.823 -3.910 2.220 0.45
H -0.276 -6.203 4.447 0.24
H -0.989 -4.772 4.760 0.18
C 4.397 -4.526 1.919 -0.51
O 4.529 -4.460 0.523 -0.48
C 3.476 -3.726 -0.054 0.12
C 3.781 -3.410 -1.512 0.15
C 5.046 -2.583 -1.630 -1.24
N 2.664 -2.605 -2.027 -0.05
H 3.471 -5.024 2.226 0.22
H 4.364 -3.538 2.401 0.11
H 5.286 -5.040 2.272 0.39
H 2.542 -4.302 0.004 0.55
H 3.328 -2.763 0.457 -0.63
H 3.819 -4.341 -2.094 0.52
H 5.890 -3.078 -1.150 0.49
H 4.899 -1.607 -1.163 0.04
H 5.320 -2.456 -2.681 0.36
H 1.774 -3.112 -2.028 -0.29
H 2.769 -2.549 -3.043 0.24
C -2.568 -4.014 1.384 0.39
O -3.770 -3.336 1.712 -0.26
C -4.912 -3.815 1.051 -1.29
C -5.397 -2.842 -0.030 2.01
C -6.006 -1.595 0.571 -1.46
N -6.394 -3.515 -0.884 -0.75
H -2.352 -3.799 0.328 -0.12
H -2.674 -5.093 1.519 0.49
H -1.761 -3.587 1.969 -0.52
H -4.694 -4.785 0.579 0.38
H -5.670 -4.055 1.804 0.39
H -4.420 -2.601 -0.482 -0.83
H -6.735 -1.849 1.341 0.34
H -6.430 -0.914 -0.171 0.35
H -5.234 -1.000 1.068 0.27
H -6.604 -2.800 -1.584 0.32
H -5.952 -4.262 -1.419 0.30
C -3.732 1.641 -2.033 -0.51
O -4.772 2.109 -2.840 -0.37
C -5.796 1.178 -3.064 -0.01
C -7.056 1.950 -3.454 0.22
C -6.725 2.908 -4.612 -1.27
N -7.451 2.752 -2.276 -0.79
H -4.013 1.563 -0.972 0.39
H -2.891 2.333 -1.962 0.06
H -3.376 0.670 -2.388 0.14
H -5.536 0.565 -3.935 0.29
H -5.992 0.576 -2.175 -0.14
H -7.778 1.189 -3.746 0.40
H -6.092 2.493 -5.406 0.33
H -6.185 3.795 -4.280 0.31
H -7.618 3.267 -5.132 0.36
H -8.156 3.425 -2.573 0.29
H -6.628 3.335 -2.115 0.27
C 0.626 2.900 2.590 -0.25
O 0.352 4.268 2.644 -0.46
C 1.479 4.990 3.020 -0.86
C 1.915 4.780 4.474 1.78
C 0.861 5.340 5.401 -1.56
N 3.177 5.488 4.696 -0.74
H 1.438 2.559 1.943 0.35
H -0.257 2.354 2.248 0.32
H 0.781 2.539 3.616 -0.26
H 2.334 4.829 2.346 0.36
H 1.338 6.067 2.902 0.46
H 1.937 3.702 4.687 -0.75
H 1.124 5.386 6.462 0.40
H -0.050 4.747 5.279 0.22
H 0.619 6.392 5.208 0.36
H 3.542 5.166 5.597 0.32
H 3.924 5.114 4.100 0.29
C 4.469 0.202 1.695 -0.67
O 3.924 -0.023 2.990 -0.16
C 3.884 1.143 3.793 -0.59
C 3.521 0.705 5.210 0.15
C 2.167 0.016 5.235 -0.27
N 3.391 1.922 6.056 -0.50
H 5.513 0.522 1.713 0.52
H 3.858 0.933 1.148 0.36
H 4.352 -0.764 1.200 -0.11
H 4.829 1.697 3.736 0.56
H 3.063 1.810 3.487 -0.05
H 4.280 0.042 5.641 0.31
H 1.742 -0.042 6.233 0.74
H 2.272 -0.936 4.707 0.00
H 1.451 0.590 4.631 -0.74
H 3.406 1.617 7.023 0.25
H 4.116 2.622 5.948 0.22
O -0.080 -4.163 -1.830 -0.71
C -0.852 -3.575 -2.528 0.22
C -2.328 -3.369 -2.357 1.51
C -2.874 -3.196 -3.748 -0.88
C -1.667 -2.687 -4.531 0.37
O -0.520 -3.156 -3.775 -0.48
H -2.800 -4.242 -1.898 0.49
H -2.476 -2.573 -1.623 -1.18
H -3.196 -4.160 -4.146 0.32
H -3.767 -2.571 -3.727 0.37
H -1.551 -3.088 -5.535 0.43
H -1.646 -1.604 -4.611 -0.66
O -1.813 -0.623 -0.458 -0.52
C -0.663 -0.595 -0.131 -0.32
C -0.060 -1.350 1.038 1.34
C 1.253 -0.615 1.228 3.38
C 1.503 0.150 -0.054 -0.17
O 0.178 0.361 -0.601 -0.35
H -0.705 -1.382 1.903 -0.25
H 0.116 -2.366 0.673 -0.09
H 1.273 0.027 2.118 -1.82
H 2.104 -1.254 1.485 -0.93
H 2.089 1.048 0.111 0.62
H 2.010 -0.498 -0.777 -0.79
O 5.510 -0.411 -6.185 -0.63
C 5.201 0.130 -5.157 0.46
C 3.859 -0.003 -4.459 0.34
C 4.035 0.815 -3.156 1.75
C 5.392 1.521 -3.323 -0.50
O 6.010 0.955 -4.502 -0.40
H 2.953 0.298 -4.975 -0.04
H 3.812 -1.068 -4.224 -0.13
H 3.273 1.596 -3.159 -0.56
H 3.994 0.208 -2.258 -0.90
H 5.323 2.577 -3.590 0.29
H 6.061 1.398 -2.474 0.30
O -0.335 0.074 7.571 -0.61
C -0.851 0.287 6.519 0.47
C -1.088 -0.650 5.368 0.37
C -1.440 0.301 4.228 0.91
C -2.012 1.542 4.933 -0.71
O -1.342 1.504 6.227 -0.39
H -0.240 -1.271 5.096 -0.89
H -1.970 -1.249 5.608 0.69
H -0.565 0.633 3.668 -1.30
H -2.092 -0.221 3.526 0.73
H -1.660 2.481 4.516 0.32
H -3.094 1.497 5.046 0.26


No. 2
179
Properties=species:S:1:pos:R:3:mulliken_charge:R:1 method="wB97M-V/def2-TZVPD" total_energy_ev=-104425.531 total_charge=+2 gap_ha=0.0389 e_homo_ev=-11.2
Tl -4.523 3.512 27.594 1.00
C -0.115 4.711 21.515 0.61
F -0.278 4.678 20.195 -0.20
F 0.130 3.496 22.014 -0.19
F 0.901 5.539 21.835 -0.21
S -1.763 5.351 22.405 1.11
O -2.350 6.530 21.692 -0.53
O -2.652 4.202 22.420 -0.56
O -1.376 5.653 23.799 -0.58
C 8.818 7.421 20.571 -0.96
C 9.397 6.834 21.883 -0.73
N 10.854 6.725 21.854 0.14
C 11.551 8.017 21.697 -0.27
C 11.166 9.100 22.750 -1.26
C 11.346 5.663 21.019 -0.42
C 12.761 5.270 21.418 -1.28
H 7.781 7.101 20.472 0.37
H 9.396 7.039 19.728 0.30
H 8.784 8.509 20.526 0.26
H 9.147 7.402 22.779 0.41
H 8.991 5.838 22.066 0.42
H 12.631 7.869 21.690 0.33
H 11.346 8.457 20.721 0.33
H 11.865 9.931 22.660 0.39
H 10.183 9.457 22.442 0.26
H 11.093 8.716 23.768 0.33
H 11.279 5.852 19.947 0.26
H 10.767 4.752 21.173 0.38
H 12.964 4.436 20.747 0.41
H 12.912 4.964 22.453 0.31
H 13.469 6.079 21.235 0.34
C 7.905 -5.038 22.417 -1.16
C 7.716 -4.088 23.696 -0.54
N 7.418 -2.672 23.373 0.13
C 8.355 -2.048 22.424 -0.67
C 9.819 -1.870 22.963 -1.05
C 7.010 -1.876 24.544 -0.38
C 6.489 -0.475 24.188 -1.34
H 8.810 -4.786 21.863 0.30
H 7.085 -4.987 21.700 0.31
H 7.965 -6.048 22.821 0.41
H 6.831 -4.486 24.193 0.42
H 8.465 -4.237 24.474 0.40
H 8.540 -2.625 21.518 0.31
H 7.903 -1.109 22.103 0.40
H 10.429 -1.344 22.229 0.42
H 9.905 -1.130 23.759 0.30
H 10.310 -2.788 23.285 0.28
H 7.898 -1.689 25.149 0.31
H 6.296 -2.386 25.191 0.45
H 6.072 0.031 25.059 0.40
H 5.688 -0.543 23.452 0.35
H 7.242 0.231 23.839 0.31
C 1.518 12.735 11.961 -1.08
C 1.330 13.074 13.453 -0.58
N 0.942 11.883 14.271 0.20
C -0.306 11.251 13.875 -0.38
C -1.595 12.189 13.914 -1.30
C 2.083 10.918 14.379 -0.42
C 1.885 9.996 15.589 -1.31
H 1.978 13.579 11.446 0.41
H 0.626 12.328 11.483 0.27
H 2.288 11.989 11.767 0.30
H 2.228 13.548 13.850 0.43
H 0.550 13.834 13.433 0.31
H -0.258 10.814 12.878 0.34
H -0.489 10.477 14.620 0.32
H -1.690 12.755 14.840 0.29
H -1.622 12.897 13.085 0.31
H -2.454 11.539 13.748 0.43
H 3.002 11.459 14.607 0.37
H 2.125 10.405 13.418 0.35
H 1.087 9.265 15.457 0.38
H 1.704 10.534 16.520 0.27
H 2.785 9.383 15.630 0.41
C 4.185 9.751 25.604 -1.34
C 4.060 10.896 24.608 -0.35
N 5.291 11.705 24.570 0.07
C 5.514 12.388 25.890 -0.46
C 6.746 13.336 26.035 -1.33
C 5.299 12.633 23.411 -0.68
C 4.380 13.855 23.535 -0.99
H 5.107 9.202 25.413 0.34
H 3.350 9.053 25.553 0.41
H 4.324 10.117 26.621 0.30
H 3.790 10.351 23.703 0.42
H 3.160 11.470 24.827 0.32
H 5.673 11.637 26.663 0.36
H 4.599 12.900 26.189 0.44
H 7.636 12.722 25.902 0.35
H 6.832 13.739 27.044 0.39
H 6.792 14.104 25.262 0.29
H 6.325 12.993 23.333 0.35
H 5.108 11.998 22.546 0.44
H 3.309 13.661 23.480 0.31
H 4.598 14.411 24.447 0.26
H 4.559 14.566 22.728 0.38
C 5.202 3.799 12.998 -1.32
C 6.420 3.300 13.833 -0.49
N 6.030 2.125 14.600 0.10
C 7.254 1.458 15.059 -0.65
C 8.145 2.329 15.972 -0.98
C 5.039 2.448 15.645 -0.17
C 4.620 1.148 16.347 -1.41
H 4.712 3.009 12.429 0.34
H 5.585 4.568 12.329 0.42
H 4.432 4.245 13.628 0.32
H 7.239 3.118 13.137 0.46
H 6.774 4.106 14.475 0.31
H 7.057 0.559 15.643 0.31
H 7.838 1.036 14.242 0.39
H 7.563 2.682 16.823 0.26
H 9.012 1.792 16.357 0.40
H 8.495 3.219 15.448 0.27
H 4.105 2.872 15.276 0.34
H 5.462 3.121 16.390 0.25
H 5.349 0.683 17.011 0.32
H 4.259 0.352 15.695 0.35
H 3.779 1.382 17.000 0.43
C -0.669 16.234 18.472 -0.90
C -1.142 15.154 19.395 0.68
O -1.811 15.396 20.345 -0.61
N -0.718 13.928 19.071 -0.15
C -1.212 12.738 19.697 -0.93
H -1.488 16.768 17.991 0.26
H 0.107 15.823 17.826 0.26
H -0.288 16.968 19.182 0.25
H -0.167 13.773 18.239 0.21
H -2.266 12.775 19.971 0.33
H -0.513 12.351 20.440 0.24
H -1.300 12.103 18.815 0.34
C -5.359 6.295 16.886 -1.04
C -6.285 7.481 16.963 0.80
O -7.078 7.704 16.061 -0.64
N -6.223 8.282 18.001 -0.17
C -6.983 9.515 18.155 -0.83
H -5.652 5.520 16.177 0.29
H -5.345 5.869 17.889 0.31
H -4.347 6.619 16.642 0.25
H -5.627 7.992 18.763 0.16
H -6.423 10.316 18.637 0.30
H -7.832 9.304 18.806 0.27
H -7.435 9.878 17.232 0.31
C -9.055 8.184 23.646 -0.99
C -7.801 8.502 24.377 0.69
O -7.149 7.603 24.928 -0.66
N -7.458 9.792 24.459 -0.16
C -6.256 10.321 24.986 -0.81
H -8.770 7.959 22.619 0.21
H -9.831 8.949 23.679 0.36
H -9.512 7.284 24.059 0.28
H -8.187 10.408 24.129 0.22
H -6.031 11.280 24.519 0.31
H -5.462 9.582 24.876 0.28
H -6.378 10.554 26.044 0.27
C -2.059 -3.480 24.282 -1.11
C -1.444 -2.133 24.372 0.70
O -2.047 -1.197 24.881 -0.66
N -0.180 -1.855 23.922 -0.16
C 0.769 -2.895 23.559 -0.78
H -3.132 -3.358 24.430 0.29
H -1.586 -4.087 25.053 0.30
H -1.958 -3.979 23.318 0.36
H 0.110 -0.891 23.995 0.22
H 1.282 -3.162 24.484 0.31
H 1.574 -2.495 22.942 0.29
H 0.307 -3.803 23.172 0.25
C -10.971 0.960 24.871 -0.93
C -9.761 1.321 24.019 0.62
O -8.691 1.609 24.551 -0.64
N -9.887 1.452 22.696 -0.19
C -8.812 1.622 21.721 -0.80
H -11.915 0.961 24.327 0.32
H -11.150 1.659 25.688 0.28
H -10.797 -0.054 25.231 0.24
H -10.812 1.579 22.312 0.26
H -9.131 1.374 20.708 0.32
H -7.970 0.968 21.945 0.27
H -8.414 2.636 21.753 0.26